Density functional theory data (ωB97M-V/def2-TZVPD) for 6 unconnected molecules or ions with the total composition C21H37NO15 in a non-equilibrium geometry.

Results
Energy above the lowest of the compared OMol25 structures with the same formula, charge and spin ... 277.0 kJ/mol
Highest occupied orbital energy ... -10.0 eV
SMILES ... C[C@H]1COC(=O)O1.C[C@H]1COC(=O)O1.COC(=O)OC.COC(=O)OC.COC(=O)OC.CCCC#N
E_tot ... -54572.303 eV
2S+1 ... 1
E_LUMO ... 0.40 eV
Orbital gap ... 10.4 eV
Molar mass ... 543.52 g/mol

The geometry in XYZ format:
```
74
Properties=species:S:1:pos:R:3:forces:R:3
C -6.1747 1.2158 -0.0655 -0.50 -0.24 3.38
C -4.6867 0.9858 0.1495 -2.88 -1.16 -1.58
C -3.9497 2.2108 0.3915 2.23 0.41 0.70
O -3.9187 2.2398 1.8705 1.01 4.30 -2.94
C -4.0337 1.0378 2.2395 0.87 -2.44 4.96
O -3.7567 0.6228 3.3315 0.17 0.25 0.59
O -4.5197 0.2588 1.3585 -0.98 -2.64 -3.46
H -6.4887 1.7398 -0.8885 0.09 1.79 -2.29
H -6.5757 1.7908 0.8375 0.28 -0.94 -1.05
H -6.7197 0.2968 -0.2125 -0.02 -0.62 0.61
H -4.3737 0.4508 -0.7415 0.74 -0.47 0.28
H -4.4467 3.0658 0.0225 -0.31 1.08 -0.21
H -2.9307 2.0868 -0.0695 -0.59 0.62 0.94
C 1.7963 -3.0662 -0.3535 1.40 1.45 -2.43
C 2.2433 -1.5772 -0.1505 0.03 -3.63 1.14
C 3.2023 -1.4082 1.0145 -1.10 -2.64 0.98
O 4.0343 -0.4212 0.5825 2.16 0.84 0.47
C 3.8303 -0.2802 -0.6985 3.94 5.12 -2.44
O 4.3483 0.5908 -1.3785 -0.08 -0.63 0.93
O 3.0223 -1.1042 -1.1895 -2.25 -2.38 -2.59
H 2.6513 -3.7732 -0.6965 -1.37 1.53 0.25
H 0.9333 -3.0142 -1.0525 0.58 -0.69 0.48
H 1.5353 -3.3912 0.5935 -1.05 -0.86 1.85
H 1.4193 -0.9292 -0.0425 -1.34 0.60 0.12
H 3.6403 -2.4052 1.3335 0.28 1.21 -0.67
H 2.7623 -0.9842 1.8515 -1.40 0.18 1.89
C 1.6143 -1.3642 -7.1945 -0.76 -0.48 0.30
O 2.1783 -0.0462 -6.8555 -0.40 0.21 1.63
C 1.9573 0.4248 -5.5905 -7.13 -9.12 2.29
O 1.1023 -0.3132 -4.7385 4.62 4.26 -4.42
O 2.4633 1.4978 -5.2785 1.95 3.10 -0.33
C 1.8683 2.2558 -4.2345 2.21 2.84 1.21
H 1.1443 -1.9632 -6.3795 0.31 1.33 -0.23
H 2.4163 -1.9722 -7.5265 1.14 -0.26 -0.34
H 0.9143 -1.3382 -8.0545 0.29 0.80 0.67
H 0.8393 2.0458 -4.1405 -0.87 -0.64 0.40
H 1.9713 3.3448 -4.5305 -0.13 -1.26 -0.10
H 2.5013 2.2338 -3.2885 -1.06 -0.78 -1.16
C -0.1487 -0.5692 6.2835 -3.12 2.42 -0.39
O 0.9233 -1.4032 6.3115 2.91 -2.60 1.26
C 1.4643 -1.8012 5.2295 -0.59 1.56 -8.64
O 1.0483 -1.2752 3.9125 2.68 -3.45 7.79
O 2.4733 -2.7642 5.3505 -4.16 3.30 2.57
C 3.1113 -3.1472 4.2255 1.22 -0.52 -3.59
H -0.9237 -1.0232 5.6545 0.13 0.40 -0.11
H 0.1473 0.4138 5.8805 -0.32 -0.47 0.00
H -0.6257 -0.4202 7.2825 1.02 -0.47 -0.50
H 3.9423 -2.4672 3.9615 -0.40 -0.10 0.12
H 2.4763 -3.2832 3.3025 0.27 0.40 1.16
H 3.5363 -4.1052 4.4425 0.35 -0.59 0.17
C -1.3177 -1.1432 1.4875 1.24 -1.60 1.70
O -1.1707 -0.1532 0.4895 0.24 1.00 2.26
C -1.4777 -0.5302 -0.6695 -0.58 -9.29 -3.30
O -1.6627 -1.8622 -0.9945 0.66 7.36 1.45
O -1.4267 0.4298 -1.5225 -0.56 1.34 2.79
C -1.3147 0.1178 -2.8085 0.72 -1.11 -5.78
H -1.1377 -0.7032 2.4625 0.19 0.30 -0.16
H -0.7127 -2.0792 1.3835 0.30 1.29 -0.42
H -2.2707 -1.5632 1.4615 -1.97 -0.17 -0.11
H -0.9467 1.0198 -3.3685 -0.34 -0.78 0.68
H -2.2847 -0.1582 -3.2615 0.28 0.05 0.26
H -0.5957 -0.7252 -3.0695 -0.80 1.10 0.75
C 0.5213 2.2728 -1.0915 2.56 0.68 -1.48
C 0.9273 2.0698 0.3325 0.32 1.02 2.23
C 0.0433 2.8118 1.4435 -1.89 -1.98 -2.84
C 0.0343 2.2838 2.7755 0.44 -0.61 -0.03
N 0.0633 1.8168 3.8195 -0.05 0.01 0.53
H 0.8753 1.4368 -1.7635 -0.66 0.58 0.95
H 1.1403 3.1068 -1.4665 -0.53 0.11 -0.05
H -0.4997 2.5008 -1.2685 -0.86 0.07 -0.02
H 1.9323 2.3858 0.5615 0.65 0.08 -0.53
H 0.9283 1.0288 0.5225 -0.31 -0.97 0.75
H -0.9467 2.5698 0.9625 0.28 0.48 1.08
H 0.0623 3.8678 1.5185 0.61 1.14 -0.41
```
Positions in Å, forces in eV/Å.


Density functional theory data (ωB97M-V/def2-TZVPD) for a molecular structure, B4CuF12H4 in a non-equilibrium geometry.

Results
Highest occupied orbital energy (spin up / spin down) ... -4.0 / -4.0 eV
E_tot ... -80036.994 eV
2S+1 ... 2
Charge ... -2
E_LUMO (spin up / spin down) ... 5.66 / 3.49 eV
Orbital gap (spin up / spin down) ... 9.7 / 7.5 eV
Molar mass ... 338.80 g/mol

The geometry in XYZ format:
```
21
Properties=species:S:1:pos:R:3:forces:R:3
Cu -21.0582 -15.3254 -5.6870 0.85 -0.74 -0.48
B -18.7996 -16.0083 -5.6126 -0.24 0.63 0.68
H -18.0030 -16.7182 -5.7725 2.39 -3.11 -0.65
H -19.2956 -15.8121 -6.5506 -1.89 0.82 -3.97
H -19.5341 -16.2818 -4.8711 -2.71 -1.70 3.41
H -18.3849 -15.0777 -5.2575 1.60 3.69 1.19
B -20.6592 -13.2287 -7.4600 -0.94 0.92 -1.30
F -20.5612 -14.5541 -7.7495 0.28 -2.15 -1.39
F -19.7745 -12.4227 -8.1345 0.60 0.34 -0.52
F -21.9658 -12.8590 -7.6880 -1.07 0.81 -0.54
F -20.4477 -13.1924 -6.1273 0.57 0.30 3.63
B -22.4496 -17.2526 -6.8553 1.34 0.26 -1.28
F -21.1839 -17.4721 -7.4193 0.35 0.03 -1.64
F -23.3654 -18.1169 -7.2935 -1.54 -1.55 -0.68
F -22.1377 -17.3348 -5.5567 0.26 -0.83 4.31
F -22.8772 -15.9505 -6.9839 -0.26 1.30 -1.81
B -22.6595 -14.7743 -3.6398 -2.64 -0.76 1.10
F -22.3820 -13.5035 -3.4662 1.03 3.58 0.53
F -23.0870 -14.9853 -4.9316 0.47 0.17 -1.76
F -21.5460 -15.5280 -3.4387 1.67 -1.35 0.35
F -23.7553 -15.1055 -2.8340 -0.13 -0.66 0.82
```
Positions in Å, forces in eV/Å.


Density functional theory data (ωB97M-V/def2-TZVPD) for 2 unconnected molecules or ions with the total composition C2H9N2O in a non-equilibrium geometry.

Results
Energy above the lowest of the compared OMol25 structures with the same formula, charge and spin ... 105.1 kJ/mol
Highest occupied orbital energy (spin up / spin down) ... -4.0 / -8.8 eV
E_tot ... -7244.609 eV
2S+1 ... 2
E_LUMO (spin up / spin down) ... 0.83 / 0.79 eV
Orbital gap (spin up / spin down) ... 4.8 / 9.6 eV
Molar mass ... 77.11 g/mol

The geometry in XYZ format:
```
14
Properties=species:S:1:pos:R:3:forces:R:3
C 0.2027 -1.8568 -0.6749 -1.74 1.01 -0.60
N 0.6555 -0.4348 -0.7943 -0.07 -0.12 -3.74
C 0.9823 0.2973 0.2582 -0.86 -1.77 3.93
N 1.4868 1.5531 0.2473 0.80 1.64 -2.68
H 0.8801 -2.4080 -1.3139 -0.31 -0.67 0.03
H 0.1393 -2.2834 0.3492 1.04 0.80 -0.34
H -0.9359 -2.0260 -0.9480 2.19 0.67 -0.21
H 1.1459 0.0015 -1.6539 -1.15 -2.17 1.14
H 0.9677 -0.2363 1.1888 0.16 0.13 0.50
H 1.1328 2.1486 -0.5220 0.11 -0.38 0.66
H 1.3232 2.0025 1.1009 -0.15 0.83 1.30
H -3.3562 1.0545 0.7912 1.46 -0.79 -0.36
H -2.8594 -0.2219 1.3982 0.50 0.09 -0.35
O -2.5680 0.4372 0.7423 -1.99 0.71 0.71
```
Positions in Å, forces in eV/Å.


Density functional theory data (ωB97M-V/def2-TZVPD) for a single C13H17ClN2O3S molecule.

Results
Energy above the lowest of the compared OMol25 structures with the same formula, charge and spin ... 0.0 kJ/mol
Highest occupied orbital energy ... -9.2 eV
SMILES ... O=C1CCCN1CCCNS(=O)(=O)c1ccc(Cl)cc1
E_tot ... -46237.858 eV
2S+1 ... 1
E_LUMO ... 0.64 eV
Orbital gap ... 9.9 eV
Molar mass ... 316.81 g/mol

The geometry in XYZ format:
```
37
Properties=species:S:1:pos:R:3:forces:R:3
O -3.0836 1.9786 -0.0908 0.01 0.45 -0.25
C -3.2835 1.0578 0.6857 -0.28 0.26 0.40
C -3.4927 1.2073 2.1801 0.14 -0.03 0.05
C -3.2815 -0.2013 2.7232 -0.03 0.01 0.06
C -3.6039 -1.0954 1.5257 -0.13 -0.21 0.23
N -3.3662 -0.2463 0.3755 0.11 -0.37 0.02
C -3.4446 -0.8819 -0.9249 -0.22 0.07 -0.39
C -2.8660 -0.0970 -2.1009 0.19 0.00 0.17
C -1.3360 -0.0625 -2.1182 -0.18 -0.29 -0.55
N -0.7581 0.6713 -1.0140 0.20 -0.24 0.93
S -0.2368 -0.1891 0.3029 0.63 0.19 -0.50
O -0.4855 0.5748 1.4907 0.05 0.38 -0.12
O -0.6853 -1.5569 0.2599 0.19 0.06 -0.26
C 1.5276 -0.1795 -0.0081 -0.47 -0.19 0.18
C 2.1501 -1.3013 -0.5188 -0.12 -0.09 0.04
C 3.5068 -1.2684 -0.7934 0.10 0.16 0.01
C 4.2162 -0.1010 -0.5489 -0.32 -0.09 0.04
Cl 5.9053 -0.0512 -0.8886 0.26 0.01 -0.05
C 3.5918 1.0270 -0.0323 -0.06 -0.06 -0.02
C 2.2356 0.9817 0.2369 0.07 0.06 0.06
H -2.7920 1.9336 2.5847 -0.04 0.06 -0.06
H -4.5098 1.5715 2.3453 0.00 0.03 -0.04
H -3.9053 -0.4260 3.5863 0.04 -0.04 0.00
H -2.2335 -0.3227 2.9930 -0.07 -0.05 0.05
H -2.9503 -1.9691 1.4734 -0.09 0.01 -0.01
H -4.6505 -1.4317 1.5301 0.09 -0.03 0.00
H -2.9157 -1.8376 -0.8408 -0.14 0.06 -0.01
H -4.5046 -1.0932 -1.1329 0.14 -0.05 0.03
H -3.2049 -0.5816 -3.0190 0.01 -0.01 0.00
H -3.2465 0.9241 -2.0868 -0.05 -0.11 -0.14
H -0.9352 -1.0774 -2.0663 -0.07 0.01 -0.27
H -0.9957 0.4046 -3.0492 -0.01 -0.14 0.08
H -1.3291 1.4684 -0.7459 -0.06 0.14 0.33
H 1.5662 -2.1928 -0.6837 0.00 -0.15 -0.04
H 4.0121 -2.1347 -1.1902 0.05 -0.06 -0.03
H 4.1637 1.9222 0.1543 0.05 0.06 0.02
H 1.7146 1.8317 0.6465 0.03 0.19 0.05
```
Positions in Å, forces in eV/Å.


Density functional theory data (ωB97M-V/def2-TZVPD) for a molecular structure, C4H2NO2 in a non-equilibrium geometry.

Results
Energy above the lowest of the compared OMol25 structures with the same formula, charge and spin ... 202.2 kJ/mol
Highest occupied orbital energy ... -3.0 eV
E_tot ... -9761.669 eV
2S+1 ... 1
Charge ... -1
E_LUMO ... 4.12 eV
Orbital gap ... 7.1 eV
Molar mass ... 96.06 g/mol

The geometry in XYZ format:
```
9
Properties=species:S:1:pos:R:3:forces:R:3
C 0.1104 0.2227 1.3587 -0.84 -0.52 0.73
C -0.2019 1.2920 0.2374 1.04 -0.05 1.61
C -0.0641 1.5852 1.7369 -0.07 -1.75 -2.49
C 0.3460 -1.1926 -1.4166 -1.57 -0.54 3.01
N 0.5525 0.2050 -0.1046 0.81 -0.21 0.98
O 0.9148 -0.8450 -2.3677 1.27 1.01 -2.28
O -0.2502 -2.0703 -0.8546 -0.06 -0.14 -0.13
H -0.4022 -0.7025 1.8166 0.86 1.46 -0.98
H -1.0053 1.5054 -0.4060 -1.44 0.75 -0.46
```
Positions in Å, forces in eV/Å.